An isolated molecule of C18H25N3O3S, computed with ωB97M-V/def2-TZVPD.

Its gap between HOMO and LUMO is 8.67 eV. Its energy relative to the best compared isomer or geometry (same formula, charge and spin) is 1.672 eV. The structure (SMILES) is CCCCOC(=O)n1c(SCC(=O)N(CC)CC)nc2ccccc21. As for the HOMO energy: -8.2 eV. The total charge is 0. The maximum force comes out at 0.018 Eh/bohr. The LUMO energy comes out at 0.486 eV. The calculation puts the total energy at -1489.12341 Ha.

Positions of all 50 atoms, in Å:
H1 3.870 -0.682 -0.201
C1 1.364 -3.281 0.297
H2 3.853 -3.739 -0.135
O1 -1.326 2.709 1.521
H3 -7.577 2.218 0.649
C2 -6.589 2.172 0.198
C3 -3.211 0.772 1.485
H4 -3.107 1.359 2.403
H5 4.035 1.616 -1.578
C4 4.148 -1.627 0.256
H6 -5.940 0.500 1.385
H7 -6.272 3.185 -0.037
H8 0.601 -4.918 -0.900
H9 -4.231 0.872 -0.396
N1 1.555 0.383 -1.075
O2 -1.928 0.631 0.876
H10 -6.661 1.611 -0.731
N2 2.166 -2.680 -0.745
C5 -1.110 1.684 0.935
C6 3.626 3.361 -0.374
C7 1.468 3.484 0.730
H11 0.033 -1.477 -3.010
H12 0.523 -5.191 0.843
O3 2.408 -1.854 -2.828
H13 4.045 -2.731 -1.589
H14 0.755 3.993 1.357
H15 -0.319 -2.930 -2.047
H16 2.977 4.981 0.862
C8 1.179 2.257 0.167
H17 -3.849 2.448 0.311
H18 3.743 -1.657 1.265
H19 -3.522 -0.246 1.724
N3 0.055 1.429 0.235
C9 1.694 -2.137 -1.887
H20 0.406 -2.768 0.384
H21 -5.555 2.075 2.081
H22 5.232 -1.687 0.317
C10 0.185 -1.963 -2.046
H23 4.582 3.822 -0.572
C11 2.712 4.022 0.443
C12 2.099 1.578 -0.657
C13 0.377 0.322 -0.555
H24 1.894 -3.155 1.244
S1 -0.725 -0.982 -0.800
C14 -4.202 1.440 0.536
H25 2.066 -5.311 -0.006
C15 -5.599 1.510 1.148
C16 3.608 -2.776 -0.590
C17 1.124 -4.770 0.041
C18 3.339 2.132 -0.938

Atomic forces in eV per Å
H 0.0 0.1 0.0
C -0.2 -0.4 0.0
H 0.0 0.0 -0.1
O 0.0 0.1 0.0
H -0.1 0.0 0.0
C 0.1 -0.1 0.2
C -0.6 0.3 0.1
H 0.0 -0.2 -0.1
H 0.1 -0.1 -0.1
C -0.1 -0.2 -0.1
H 0.0 0.0 0.1
H 0.0 0.1 -0.1
H -0.1 0.0 -0.1
H 0.0 0.0 -0.1
N -0.3 -0.2 -0.1
O 0.4 0.2 -0.1
H 0.0 0.0 -0.1
N 0.2 0.0 0.2
C -0.3 0.1 0.2
C 0.1 0.0 0.0
C -0.1 0.1 0.1
H 0.1 -0.2 0.1
H -0.1 -0.1 0.1
O 0.1 0.0 -0.3
H 0.0 -0.1 0.2
H 0.0 0.1 0.0
H -0.1 0.0 0.0
H 0.0 0.1 0.0
C 0.6 0.1 -0.2
H 0.0 0.0 -0.1
H 0.0 0.0 0.1
H 0.0 0.1 0.0
N 0.2 -0.2 -0.2
C -0.2 -0.2 -0.3
H 0.2 0.0 0.1
H 0.0 0.0 0.1
H 0.1 0.0 0.1
C 0.0 0.6 0.1
H 0.1 0.0 0.0
C 0.0 0.0 0.0
C -0.4 0.6 0.5
C 0.3 -0.1 -0.2
H -0.1 0.1 0.0
S -0.4 -0.7 -0.4
C 0.1 -0.2 0.3
H 0.1 -0.1 0.0
C 0.1 0.1 -0.2
C 0.2 0.2 -0.1
C 0.1 0.2 0.1
C -0.2 0.0 0.0